[1]
Computed, not measured: a structure of composition C24H35Cl2N2O4PS4SbSe4Ti, with the ωB97M-V functional and the def2-TZVPD basis.

Last column: Löwdin charge in e.
Atoms and positions in Å:
Ti -1.5280 1.4712 -0.1883  0.4028
S -3.2863 6.2067 0.5011  -0.1624
Sb -2.7038 4.6495 -0.9772  0.2510
S 0.0329 3.1805 0.5956  0.0403
S -0.3102 4.3167 -1.1186  0.0037
S -3.6513 4.4962 -2.9886  -0.0754
Se -3.4741 3.2052 2.1648  0.4993
Se -1.9215 2.2144 3.5553  0.0503
Se -2.2618 -0.0443 3.1418  0.0076
Se -0.6900 -0.2688 1.4154  0.1554
O -3.3417 1.4898 0.0644  -0.4202
N -2.9067 2.7715 0.4233  -0.8381
C 4.4217 2.4400 3.2868  -0.1129
C 3.0840 2.0359 2.6698  -0.5581
C 2.0292 1.7941 3.7536  -0.1367
P 2.9588 0.6350 1.4518  1.0509
C 3.2387 -0.9296 2.4198  -0.5613
C 4.3749 -1.0461 3.4344  -0.1139
C 3.2567 -2.0894 1.4209  -0.1324
C 4.4160 0.8122 0.3019  -0.5591
C 5.8364 0.4660 0.7481  -0.1195
C 4.3461 2.2214 -0.2982  -0.1310
H 4.2684 3.2763 3.9759  0.0761
H 5.1376 2.7697 2.5354  0.0496
H 4.8798 1.6291 3.8532  0.0566
H 2.7271 2.8844 2.0747  0.0711
H 2.3616 1.0328 4.4639  0.0700
H 1.0813 1.4647 3.3227  0.0104
H 1.8436 2.7115 4.3168  0.0810
H 2.2946 -1.0105 2.9731  0.0852
H 5.3523 -0.8368 2.9987  0.0539
H 4.4054 -2.0620 3.8414  0.0721
H 4.2330 -0.3662 4.2737  0.0526
H 4.1266 -2.0389 0.7612  0.0629
H 2.3602 -2.0835 0.7963  0.0558
H 3.3009 -3.0478 1.9444  0.0732
H 4.1568 0.1164 -0.5054  0.0835
H 6.1385 1.0183 1.6357  0.0577
H 6.5471 0.7076 -0.0489  0.0736
H 5.9427 -0.5970 0.9665  0.0536
H 4.7315 2.9671 0.4004  0.0653
H 3.3197 2.5022 -0.5450  0.0593
H 4.9497 2.2820 -1.2073  0.0747
Cl -4.2352 -1.6614 0.4791  0.7689
C -2.9950 -2.7625 0.0015  -0.6065
C -2.5984 -3.7432 0.8934  -0.1122
C -1.5659 -4.6066 0.5656  -0.0856
C -0.9518 -4.4997 -0.6721  -0.1142
C -1.3824 -3.5328 -1.5635  -0.5800
Cl -0.6458 -3.4687 -3.1414  0.7218
C -2.3925 -2.6176 -1.2539  -0.3365
N -2.7366 -1.5834 -2.1213  0.0762
C -4.0577 -1.4790 -2.6436  -0.2063
C -4.8981 -2.5927 -2.6260  -0.0457
C -6.2035 -2.5117 -3.0688  -0.0927
C -6.6857 -1.3060 -3.5565  -0.0951
C -5.8426 -0.2116 -3.6012  -0.0414
C -4.5209 -0.2640 -3.1565  -0.1250
C -3.7459 1.0364 -3.2645  -0.0702
C -2.2410 1.0178 -3.0680  -0.5726
O -1.5047 0.4415 -3.8485  0.0647
O -1.7819 1.7060 -2.0496  -0.2513
H -3.0886 -3.7969 1.8556  0.1067
H -1.2386 -5.3561 1.2727  0.1029
H -0.1537 -5.1674 -0.9649  0.1003
H -2.0248 -1.3748 -2.8111  0.0753
H -4.5160 -3.5300 -2.2421  0.1147
H -6.8399 -3.3869 -3.0320  0.0983
H -7.7078 -1.2181 -3.9015  0.0963
H -6.2104 0.7338 -3.9840  0.1182
H -4.1926 1.7842 -2.6139  0.0674
H -3.8752 1.4009 -4.2866  0.1297
C 0.8328 -0.5077 -1.7523  -0.1169
O 0.4653 0.7096 -1.0989  -0.3344
H 1.9159 -0.5450 -1.8832  0.0862
H 0.3295 -0.5992 -2.7160  0.0597
H 0.5330 -1.3212 -1.0924  0.0502
H 0.6780 1.4668 -1.6592  0.0709

Forces on the atoms, in the same order (eV/Å):
Ti 0.9 0.3 -0.2
S 0.0 0.1 0.1
Sb -0.2 0.1 0.2
S 0.0 0.1 -0.1
S 0.0 -0.1 0.1
S 0.0 -0.1 -0.1
Se 0.0 0.0 0.1
Se -0.1 0.1 0.0
Se 0.0 -0.1 0.0
Se -0.2 -0.1 0.0
O -0.3 0.2 0.0
N -0.2 0.1 -0.1
C 0.0 0.0 0.0
C 0.0 0.0 0.0
C 0.0 0.0 0.0
P 0.0 0.0 -0.1
C 0.0 0.0 0.0
C 0.1 0.0 0.0
C 0.0 0.0 0.0
C 0.0 0.0 0.0
C 0.0 0.0 0.0
C 0.0 0.0 0.0
H 0.0 0.0 0.0
H 0.0 0.0 0.0
H 0.0 0.0 0.0
H 0.0 0.0 0.0
H 0.0 0.0 0.0
H 0.0 0.0 0.0
H 0.0 0.0 0.0
H 0.0 0.0 0.0
H 0.0 0.0 0.0
H 0.0 0.0 0.0
H 0.0 0.0 0.0
H 0.0 0.0 0.0
H 0.0 0.0 0.0
H 0.0 0.0 0.0
H 0.0 0.0 0.0
H 0.0 0.1 0.0
H 0.0 0.0 0.0
H 0.0 0.0 0.0
H 0.0 0.0 0.0
H 0.0 0.0 0.0
H 0.0 0.0 0.0
Cl 0.0 0.0 0.0
C 0.0 0.0 0.1
C 0.0 0.0 0.0
C 0.0 0.0 -0.1
C 0.0 0.0 0.1
C 0.0 0.0 0.0
Cl 0.0 0.0 0.0
C 0.0 0.0 0.0
N 0.0 0.1 0.0
C 0.0 0.1 0.0
C 0.1 0.1 0.0
C 0.0 0.0 0.0
C 0.0 0.0 0.0
C 0.1 0.0 -0.1
C 0.0 0.0 -0.1
C 0.1 -0.1 0.0
C -0.1 -0.1 -0.1
O 0.0 -0.1 0.0
O 0.1 -0.2 0.0
H 0.0 0.0 0.0
H 0.0 0.0 0.0
H 0.0 0.0 0.0
H 0.0 0.0 0.0
H 0.0 0.0 0.0
H 0.0 0.0 0.0
H 0.0 0.0 0.0
H 0.0 0.0 0.0
H 0.0 0.0 0.1
H 0.0 0.1 0.0
C -0.1 0.0 0.0
O -0.1 -0.1 0.1
H 0.0 0.0 0.0
H 0.0 0.0 0.0
H 0.0 0.0 0.0
H 0.0 0.0 -0.1

Calculated values
total charge: -1
lowest unoccupied orbital energy: 1.9 eV
ΔE to the lowest compared entry with this formula, charge and spin: 41.0 kcal/mol


[2]
Computed, not measured: a cluster of 14 separate species, C24H35Cl39N4O3P3 in total, with the ωB97M-V functional and the def2-TZVPD basis.

Last column: Löwdin charge in e.
Atoms and positions in Å:
C 1.7498 -5.3478 1.1784  -0.1784
C 0.6652 -4.2963 0.5176  -0.3928
P 0.4697 -2.6639 1.5324  0.9875
C 2.2550 -2.0729 1.8378  -0.4285
C 2.5273 -0.4782 1.5923  -0.1869
C -0.6124 -1.3798 0.6290  -0.4757
C -0.0551 -0.5998 -0.6987  -0.1291
C -1.2033 0.1913 -1.5726  -0.1381
N -0.8161 0.6187 -2.8458  0.0521
C -1.8729 -2.3052 0.0341  -0.2856
O -1.6871 -2.9937 -1.2522  -0.0704
C -2.8375 -2.8011 -2.1582  -0.1272
N -3.5862 -2.4025 -3.1663  0.1570
C -3.3317 -1.5992 0.3754  -0.3114
P -4.7176 -2.6334 1.1812  0.9189
O -6.2436 -2.4434 0.3641  -0.3723
O -4.2767 -4.2999 1.4233  -0.3282
C -2.7671 -0.6850 1.6494  0.0068
N -1.3682 -0.6295 1.7033  -0.1763
P -0.8347 0.3136 3.1231  0.7625
N -0.1961 1.7592 2.7713  -0.2816
H 2.5702 -4.8441 1.8473  0.0561
H 1.2247 -6.1683 1.8588  0.0662
H 2.3301 -5.8458 0.2683  0.1020
H -0.3802 -4.8464 0.3810  0.0992
H 1.0469 -3.9749 -0.5418  0.0620
H 2.5533 -2.3201 2.9638  0.0603
H 2.9534 -2.6731 1.1147  0.0504
H 1.5725 0.1944 1.5337  0.0229
H 3.2012 -0.0323 2.4666  0.0705
H 3.1571 -0.3153 0.5919  0.0556
H 0.3947 -1.4290 -1.4218  0.0859
H 0.8094 0.1651 -0.5070  0.1131
H -2.2805 0.4653 -1.2071  0.1082
H -1.5991 1.1317 -3.3093  0.0456
H -1.8820 -3.2033 0.8207  0.1186
H -3.8080 -0.8638 -0.4001  0.1303
H -6.7174 -3.3189 0.2434  0.0562
H -4.3813 -4.4702 2.4197  0.0821
H -3.5265 -0.2007 2.3991  0.1477
H -1.9587 0.5131 4.0127  0.0418
H 0.1040 -0.5533 3.8491  0.0376
H 0.8087 1.7683 3.1183  -0.0755
C 2.0020 4.9481 3.9368  -1.5400
Cl 3.2840 6.1377 4.2210  0.5422
Cl 1.2345 5.2244 2.3638  0.5379
Cl 2.6488 3.3014 4.0328  0.5045
H 1.2439 5.0662 4.7153  -0.0704
C -2.3030 5.0351 1.2052  -1.5456
Cl -2.5512 5.8579 -0.3442  0.5330
Cl -3.0483 5.9542 2.5241  0.5252
Cl -2.9562 3.3892 1.1473  0.4647
H -1.2281 4.9726 1.3936  -0.0529
C -8.5151 -2.3453 3.5200  -1.5021
Cl -7.6958 -1.6381 4.9228  0.5211
Cl -8.9493 -1.0851 2.3525  0.5380
Cl -7.4927 -3.5748 2.7568  0.5450
H -9.4339 -2.8269 3.8645  0.0243
C 3.3710 -1.5405 -3.1714  -1.4793
Cl 2.2242 -2.2982 -4.2894  0.5401
Cl 3.4831 0.2007 -3.4804  0.5446
Cl 2.8960 -1.8449 -1.4918  0.5999
H 4.3565 -1.9836 -3.3362  0.0250
C 1.0684 5.2269 7.8685  -1.4961
Cl 1.8877 5.9341 9.2713  0.5412
Cl 0.6342 6.4871 6.7010  0.5609
Cl 2.0908 3.9974 7.1054  0.5329
H 0.1496 4.7453 8.2130  0.0222
C 1.5462 0.3868 -7.0833  -1.5350
Cl 0.3726 0.5524 -5.7663  0.4932
Cl 0.7513 -0.1975 -8.5552  0.5297
Cl 2.3619 1.9300 -7.3875  0.5299
H 2.2987 -0.3472 -6.7837  -0.0049
C 0.9273 5.0991 -9.5787  -1.5338
Cl 0.9069 6.7812 -9.0223  0.5207
Cl -0.7189 4.4474 -9.6499  0.4886
Cl 1.7138 4.9769 -11.1617  0.5222
H 1.5016 4.5063 -8.8621  -0.0156
C 5.4549 -1.8086 4.9481  -1.5561
Cl 4.1236 -2.8974 5.3738  0.4989
Cl 6.0008 -2.1121 3.2898  0.5347
Cl 4.9618 -0.1177 5.1411  0.4987
H 6.2895 -2.0034 5.6264  -0.0846
C -3.2538 0.3642 -8.9645  -1.5306
Cl -4.4274 0.5298 -7.6476  0.5110
Cl -4.0487 -0.2201 -10.4364  0.5036
Cl -2.4381 1.9074 -9.2687  0.4736
H -2.5013 -0.3698 -8.6650  0.0011
C 3.0273 8.9838 1.2218  -1.5394
Cl 3.0069 10.6658 1.7782  0.5245
Cl 1.3811 8.3321 1.1507  0.4861
Cl 3.8138 8.8615 -0.3611  0.5211
H 3.6016 8.3910 1.9384  -0.0050
C -7.3151 -2.8694 -11.2363  -1.5347
Cl -8.1152 -4.2221 -12.0546  0.5187
Cl -6.4883 -3.4292 -9.7724  0.5055
Cl -6.1725 -2.0694 -12.3288  0.4973
H -8.0783 -2.1435 -10.9444  0.0198
C 2.4273 -7.3261 5.0947  -1.5165
Cl 2.4069 -5.6441 5.6510  0.4873
Cl 0.7811 -7.9778 5.0235  0.5218
Cl 3.2138 -7.4484 3.5117  0.5404
H 3.0016 -7.9189 5.8112  0.0227
C 8.4805 0.9206 6.6695  -1.4982
Cl 8.2323 1.7434 5.1201  0.5232
Cl 7.7352 1.8397 7.9884  0.5326
Cl 7.8273 -0.7254 6.6115  0.5690
H 9.5554 0.8581 6.8579  0.0231

Forces on the atoms, in the same order (eV/Å):
C 0.3 -0.2 0.0
C 0.0 -0.3 -1.4
P 0.5 -1.1 1.6
C 1.3 0.7 -0.2
C 1.0 0.7 0.0
C -0.7 -0.8 -3.8
C -0.3 0.8 -0.8
C 1.6 1.7 -4.4
N -2.1 -1.9 5.7
C -1.2 -1.7 2.9
O -4.0 1.7 -1.9
C -2.3 3.5 -6.2
N 6.5 -3.8 9.3
C 2.3 1.2 -0.4
P -2.1 -0.2 2.9
O 2.6 -1.9 -0.3
O -0.5 1.8 0.1
C 2.1 -1.3 -1.9
N -6.0 0.1 0.3
P 3.6 3.3 1.2
N 0.1 -2.6 1.0
H -1.7 -0.8 -1.3
H 1.1 1.8 -1.7
H -1.4 0.9 2.1
H 2.2 1.3 0.3
H -0.7 -0.8 1.8
H -0.8 0.3 -2.5
H -1.2 1.1 1.5
H 1.7 -1.4 0.1
H -1.5 -1.1 -1.8
H -1.6 -0.3 2.3
H -1.2 1.7 1.7
H -1.7 -1.5 -0.1
H 2.1 -0.7 -0.3
H 0.5 -0.5 0.7
H -0.1 1.7 -1.6
H 1.0 -1.3 1.2
H 0.8 1.3 0.0
H 0.1 0.6 -2.1
H 1.9 -0.8 -1.3
H 0.1 -0.9 -1.2
H -1.2 0.2 -0.8
H -1.5 0.0 -0.8
C -0.1 0.2 -0.1
Cl -0.2 -0.2 0.0
Cl 0.2 -0.2 0.3
Cl 0.2 0.0 -0.2
H 0.3 -0.1 -0.3
C 0.2 0.4 0.0
Cl 0.1 -0.2 0.3
Cl 0.2 -0.2 -0.2
Cl 0.0 -0.1 0.0
H -0.4 -0.1 0.0
C -0.2 0.3 0.1
Cl -0.1 -0.1 -0.2
Cl 0.1 -0.2 0.2
Cl -0.3 -0.3 0.5
H 0.3 0.1 -0.1
C 0.1 0.1 -0.4
Cl 0.2 0.0 0.2
Cl 0.0 -0.3 0.1
Cl 0.4 -0.2 -0.2
H -0.3 0.1 0.1
C 0.0 0.0 0.3
Cl -0.2 -0.1 -0.2
Cl -0.1 -0.1 0.2
Cl -0.2 0.1 0.3
H 0.3 0.2 -0.1
C -0.2 0.0 0.0
Cl 0.3 -0.1 -0.2
Cl 0.1 0.0 0.1
Cl 0.0 -0.2 0.1
H -0.2 0.3 -0.1
C 0.1 0.0 0.0
Cl 0.0 -0.2 0.0
Cl 0.3 0.2 0.0
Cl -0.1 0.0 0.2
H -0.2 0.2 -0.3
C -0.1 0.0 -0.1
Cl 0.2 0.1 -0.1
Cl -0.1 0.0 0.2
Cl -0.1 -0.2 -0.1
H -0.5 0.0 -0.4
C 0.1 0.0 -0.1
Cl 0.1 -0.1 -0.1
Cl 0.1 0.0 0.3
Cl -0.1 -0.4 0.1
H -0.2 0.3 -0.1
C 0.1 0.0 0.0
Cl 0.0 -0.3 0.0
Cl 0.2 0.2 0.0
Cl -0.1 0.0 0.2
H -0.2 0.2 -0.2
C -0.1 0.0 0.0
Cl 0.1 0.2 0.1
Cl -0.1 0.1 -0.1
Cl -0.2 -0.1 0.1
H 0.3 -0.3 -0.1
C 0.0 -0.1 0.0
Cl -0.1 -0.3 0.0
Cl 0.2 0.1 0.0
Cl 0.0 -0.1 0.3
H -0.2 0.2 -0.2
C 0.1 0.3 0.0
Cl 0.1 -0.1 0.2
Cl 0.1 -0.2 -0.2
Cl 0.7 0.2 0.4
H -0.4 0.0 -0.1

Calculated values
total charge: +1
lowest unoccupied orbital energy: -5.0 eV


[3]
Computed, not measured: a cluster of 7 separate species, C24H35Cl8N5 in total, with the ωB97M-V functional and the def2-TZVPD basis.

Last column: Löwdin charge in e.
Atoms and positions in Å:
Cl -2.7770 -28.3995 35.8378  0.5503
C -1.6938 -29.7712 35.9191  -2.0194
Cl -0.0304 -29.3103 35.5873  0.5568
Cl -1.7268 -30.5560 37.5374  0.5249
Cl -2.2649 -30.9845 34.7430  0.5256
Cl 3.1730 -31.6548 37.6796  0.5890
C 4.3897 -32.4057 38.7570  -2.0255
Cl 5.9587 -32.0776 38.0155  0.5400
Cl 4.3727 -31.7808 40.3876  0.5511
Cl 4.1904 -34.1430 38.8234  0.5658
C 6.2870 -35.3234 36.2263  -0.1378
C 7.5754 -35.6551 36.7471  -0.1115
C 8.4652 -34.7705 36.2170  -0.1557
N 7.8085 -33.9661 35.3270  0.0093
C 6.4711 -34.2642 35.3728  -0.1699
H 5.3378 -35.7832 36.4399  0.0730
H 7.7626 -36.4590 37.4394  0.0896
H 9.5403 -34.7494 36.2983  0.1047
H 8.2281 -33.2028 34.8334  0.1417
H 5.7507 -33.6672 34.8377  0.1050
C -1.2425 -38.2029 35.3014  -0.1077
C 0.0399 -37.8169 35.7689  -0.1075
C 0.8220 -38.9535 35.8290  -0.1306
N 0.0662 -39.9831 35.3513  -0.0062
C -1.1873 -39.5536 35.0423  -0.1425
H -2.0696 -37.5294 35.1532  0.0859
H 0.3648 -36.8445 36.1013  0.0618
H 1.8157 -39.1468 36.1951  0.1046
H 0.3849 -40.9260 35.2306  0.1433
H -1.9639 -40.2155 34.6989  0.1040
C 1.3038 -32.8763 35.0026  -0.1410
C 2.1599 -33.9821 34.9897  -0.1093
C 1.9474 -34.6552 36.1812  -0.1838
N 0.8781 -34.0868 36.8058  0.0167
C 0.4855 -32.9700 36.1198  -0.1849
H 1.2859 -32.0286 34.3355  0.0778
H 2.8845 -34.2631 34.2428  0.0901
H 2.4313 -35.4466 36.7312  0.0909
H 0.5261 -34.4058 37.7089  0.0961
H -0.2918 -32.2930 36.4408  0.0123
C 4.3051 -28.2743 33.8156  -0.1120
C 3.6647 -29.1444 34.7327  -0.1244
C 3.9913 -28.6806 35.9615  -0.1792
N 4.7411 -27.5426 35.8685  0.0177
C 4.9658 -27.2988 34.5339  -0.1341
H 4.2670 -28.3191 32.7378  0.0890
H 3.1542 -30.0585 34.4798  0.0820
H 3.6932 -29.1518 36.8859  0.0579
H 5.0922 -27.0520 36.6663  0.1421
H 5.5181 -26.4322 34.2133  0.1012
C 0.3935 -33.0511 40.0707  -0.0855
C -0.3043 -34.3865 40.3723  -0.2397
N -0.7452 -35.0780 39.1752  -0.2122
C -1.8324 -34.3440 38.4860  -0.2407
C -2.3097 -35.0033 37.1895  -0.0804
C -1.1010 -36.4758 39.4054  -0.2530
C 0.0966 -37.3016 39.8495  -0.0902
H -0.3009 -32.2667 39.7678  0.0535
H 1.2862 -33.1188 39.4520  0.0276
H 0.8003 -32.6682 41.0153  0.0759
H 0.4659 -34.9441 40.9009  0.1075
H -1.1590 -34.1744 41.0298  0.1210
H -2.6986 -34.2286 39.1488  0.1227
H -1.4038 -33.3799 38.2171  0.0542
H -3.0616 -34.3714 36.7158  0.0778
H -1.4734 -35.2425 36.5382  0.0583
H -2.8755 -35.9076 37.4260  0.0646
H -1.5907 -36.9495 38.5584  0.0931
H -1.8690 -36.5724 40.1951  0.1221
H 0.3939 -37.1580 40.8860  0.0624
H 0.9555 -37.1923 39.1843  0.0702
H -0.1682 -38.3601 39.7531  0.0738

Forces on the atoms, in the same order (eV/Å):
Cl 0.1 0.2 0.2
C 0.0 -0.8 0.1
Cl -0.1 0.1 -0.1
Cl -0.3 0.5 -0.1
Cl 0.2 0.2 0.0
Cl -0.1 -0.4 0.7
C 0.3 0.1 -0.9
Cl 0.4 0.2 0.1
Cl -0.3 0.4 0.2
Cl -0.4 -0.3 0.1
C 0.4 0.4 -0.3
C -0.8 -0.1 0.2
C 0.7 -0.4 -0.4
N -0.4 0.0 0.6
C -0.2 0.0 -0.2
H 0.0 0.0 0.1
H 0.2 0.1 0.0
H 0.0 0.1 0.1
H -0.1 0.1 -0.1
H 0.0 -0.1 -0.1
C 0.3 0.0 -0.1
C 0.5 -0.4 0.6
C -0.3 0.3 -0.2
N -0.1 -0.5 0.1
C -0.4 0.5 0.0
H -0.1 -0.2 0.0
H -0.1 0.1 -0.1
H 0.1 0.2 -0.1
H 0.0 0.0 0.1
H 0.1 -0.1 -0.1
C -1.0 0.6 0.2
C 0.9 -0.6 0.8
C -0.6 -0.2 -0.1
N 0.2 0.6 0.3
C 0.6 0.0 -0.5
H -0.1 -0.2 -0.3
H 0.1 0.2 0.0
H 0.2 -0.3 -0.6
H -0.1 0.0 -0.1
H 0.1 -0.4 0.1
C 0.3 0.7 -0.3
C 0.6 0.1 -0.8
C -0.7 -0.5 1.3
N -0.3 -0.8 -0.4
C -0.4 -0.1 -0.1
H 0.0 0.0 0.0
H -0.2 0.0 0.2
H 0.3 0.4 0.2
H 0.2 0.2 -0.1
H 0.0 0.0 0.0
C -0.1 0.4 1.1
C 0.5 0.9 -0.3
N -0.5 -0.4 -1.1
C 0.5 -0.4 -0.2
C -0.5 -0.3 0.8
C 0.1 -0.1 1.1
C -0.1 -0.9 -0.4
H 0.2 -0.1 -0.5
H -0.3 -0.1 -0.5
H -0.2 -0.1 0.1
H -0.4 -0.5 0.0
H 0.0 -0.2 0.3
H 0.0 0.3 0.2
H -0.3 0.2 0.2
H 0.4 0.3 -0.2
H -0.1 0.1 -0.2
H 0.2 -0.1 -0.1
H 0.5 0.3 -0.4
H 0.0 0.3 0.1
H 0.0 0.2 0.0
H 0.0 0.3 0.1
H -0.1 0.0 0.1

Calculated values
SMILES: ClC(Cl)(Cl)Cl.ClC(Cl)(Cl)Cl.c1cc[nH]c1.c1cc[nH]c1.c1cc[nH]c1.c1cc[nH]c1.CCN(CC)CC
lowest unoccupied orbital energy: 0.3 eV